This record from the Open Molecules 2025 dataset describes a 14-piece molecular cluster, C4H39N3O13 overall at a distorted geometry. The level of theory is ωB97M-V/def2-TZVPD.

The geometry in XYZ format:
```
59
Properties=species:S:1:pos:R:3:forces:R:3:mulliken_spin:R:1
N 0.23843 2.68524 -2.28190 -0.0926 -2.7359 0.3723 0.00
C 1.18895 1.54163 -1.93003 -0.2659 1.1337 -1.3605 0.07
C 1.45666 1.25575 -0.42661 1.5813 0.1496 -2.3612 0.00
N 0.26141 1.05361 0.32419 2.3785 -1.8294 3.1804 0.64
C 0.40814 0.08394 1.44241 -1.2922 -0.1165 -1.2434 0.04
C -0.81565 -0.07376 2.33719 0.3448 -0.1735 0.7074 0.04
N -0.48769 -1.14373 3.28930 -0.8753 0.2159 -0.3681 0.01
H -0.69499 2.24528 -2.38667 0.6122 0.6448 -0.1001 0.00
H 0.16211 3.28241 -1.48007 0.0523 0.5510 0.2229 0.00
H 2.10483 1.72521 -2.50973 0.3170 0.3736 0.9427 -0.01
H 0.94100 0.59998 -2.44019 -0.9059 0.1997 0.3836 0.00
H 2.15507 0.37591 -0.49553 -1.0077 0.4413 0.8434 -0.01
H 2.03927 2.14372 -0.00728 -1.3324 -0.8321 -0.5553 0.06
H -0.21979 1.86682 0.69561 -0.8490 0.4352 -0.4290 -0.06
H 0.69157 -0.92340 1.11213 0.5569 0.4897 -0.4017 0.03
H 1.17584 0.46014 2.18047 0.2031 0.3803 -0.7489 0.09
H -0.95626 0.89985 2.81320 -0.4461 -0.2415 0.2546 0.00
H -1.74033 -0.39152 1.81139 0.5294 0.4081 0.1530 0.00
H -0.59289 -1.99241 2.76014 0.0420 -0.6262 0.2310 0.00
H 0.44387 -1.15747 3.69210 -0.0324 0.5199 -0.2208 0.00
H -3.32266 -2.93503 -2.46230 -0.2808 0.3926 0.2996 0.00
H -2.52998 -2.96754 -3.69694 -0.5038 0.0705 -0.1105 0.00
O -3.28064 -2.47331 -3.31314 0.1519 -0.7149 -0.1974 0.00
H 3.06224 1.77659 1.11105 0.4363 -0.0784 0.0052 0.00
H 4.38755 2.56667 1.13585 0.3629 -0.0165 -0.1587 0.00
O 3.88502 1.89200 1.60181 2.2644 -0.4014 -1.8075 0.01
H -2.26955 2.96369 0.37414 -0.4778 -0.2999 -0.3519 0.00
H -2.11484 3.65173 1.74405 0.0951 0.0527 0.1919 0.00
O -1.61710 3.19548 1.06075 0.3776 -0.0422 -0.1432 0.00
H -3.65371 2.49290 -1.54602 -0.0305 -0.1892 -0.0082 0.00
H -2.93335 1.18372 -0.95718 -0.6876 0.4940 0.1809 0.00
O -3.29789 2.08114 -0.75233 0.2317 0.5207 0.1264 0.00
H -1.36821 -2.69286 -1.29455 -0.1287 0.2281 -0.1563 0.00
H -2.05975 -2.56278 0.04083 -0.2554 -0.2095 -0.1563 0.00
O -1.97221 -3.15958 -0.71469 -0.0091 -0.1053 0.5434 0.00
H -1.34045 0.07125 -0.64378 -1.5194 -0.6116 -0.5707 0.01
H -2.06693 0.00682 -1.98390 -0.0251 -0.4756 -0.7782 0.00
O -2.21567 -0.21526 -1.05163 2.0911 0.4362 0.8886 0.03
H -0.89045 -0.97741 -3.27936 0.3207 -0.0402 -0.1264 0.00
H -2.36371 -1.22242 -3.60708 1.3928 1.2324 -0.7258 0.00
O -1.54608 -0.61084 -3.87767 -1.6151 -0.5461 1.0884 0.00
H 0.75500 -2.91838 0.11829 0.0429 -0.3765 0.0700 0.00
H 1.04368 -3.84517 -1.07675 0.2278 -0.2644 0.3532 0.00
O 1.11912 -2.93550 -0.77587 -0.1388 0.4246 -0.2966 0.00
H 3.46477 -0.51371 2.00759 0.1061 0.0494 0.0670 0.00
H 3.53890 -1.52892 3.12901 -0.1153 -0.0379 -0.0570 0.00
O 2.94658 -1.20205 2.44001 0.0962 0.0238 0.0439 0.00
H 2.99530 2.25838 2.63422 0.1557 0.1473 0.8667 0.00
H 1.59716 2.84696 2.44135 0.1746 -0.4351 0.5353 0.00
O 2.07214 2.10474 2.87045 -2.8788 0.4898 1.1409 0.03
H 0.27457 -4.35436 3.14856 0.0747 -0.6017 -0.0252 0.00
H 0.39766 -4.95854 1.67386 -0.0503 -0.4733 0.5087 0.00
O 0.29495 -4.17196 2.20883 -0.0791 1.1485 -0.5661 0.00
H -0.15150 -2.76564 -3.82336 -0.4776 -0.4404 -0.0952 0.00
H -0.16885 -3.34719 -2.44687 0.0288 -0.2623 0.1304 0.00
O -0.73204 -3.27308 -3.22440 1.2396 0.3748 -0.3919 0.00
H 1.06599 4.69514 0.84997 0.5073 -0.0484 0.2688 0.00
H 0.16767 3.58125 0.55064 -0.3386 0.0334 0.4824 0.00
O 1.06776 3.72587 0.88646 -0.2846 1.1648 -0.5709 0.01
```
Forces are in eV/Å.

2S+1 = 2
largest force on an atom = 4.37 eV Å⁻¹
total charge = +1
ΔE to the lowest compared entry with this formula, charge and spin = 1.506 eV